Entry 1:
C23H64BCrF7N2O11 as an isolated structure at a distorted geometry, computed with ωB97M-V/def2-TZVPD.

```
109
Properties=species:S:1:pos:R:3
Cr -7.234 -18.687 -3.971
F -3.251 -16.010 -3.938
F -2.545 -16.269 -1.902
F -2.325 -17.825 -3.251
F -4.839 -17.099 -6.655
F -7.007 -16.974 -7.431
F -6.502 -18.349 -5.784
F -5.668 -18.793 -7.848
O -7.877 -16.695 -3.879
O -8.224 -21.598 -6.770
O -4.584 -22.172 -3.512
O -5.879 -12.464 -8.984
O -5.355 -18.240 -3.177
O 0.047 -16.200 -6.143
O -5.443 -16.310 -2.050
O -4.700 -20.736 -6.573
O -8.994 -19.027 -5.177
O -3.401 -17.878 -11.323
O -10.029 -17.637 -7.248
N -6.782 -20.759 -4.347
N -2.453 -17.741 -8.542
C -6.769 -22.834 -8.198
C -6.231 -14.511 -0.592
C 0.916 -16.697 -5.101
C -11.259 -19.234 -4.403
C -3.183 -16.879 -2.916
C -1.505 -16.714 -8.025
C -3.378 -22.441 -2.871
C -5.215 -15.703 -0.730
C -4.640 -19.888 -10.576
C -7.343 -15.409 -4.347
C -5.705 -22.092 -2.610
C -4.647 -18.560 -11.345
C -9.966 -18.415 -8.465
C -7.010 -21.900 -3.407
C -7.674 -21.569 -8.075
C -10.005 -19.994 -4.855
C -2.294 -15.401 -7.896
C -5.654 -14.760 -9.554
C -5.630 -13.721 -8.462
C -7.340 -23.212 -4.190
C -0.933 -17.127 -6.645
C -3.425 -20.328 -6.160
C -4.584 -17.401 -2.414
B -6.008 -17.818 -6.938
H -3.530 -23.459 -2.511
H -3.450 -19.258 -5.955
H -5.662 -20.265 -10.610
H -8.139 -14.973 -4.951
H -0.684 -16.582 -8.730
H -7.049 -20.680 -8.165
H -7.189 -14.719 -3.516
H -7.352 -23.739 -8.370
H -4.231 -15.270 -0.557
H -5.746 -22.942 -1.930
H -5.416 -16.397 0.086
H -6.236 -23.086 -7.281
H -8.932 -18.386 -8.806
H -8.398 -23.185 -4.453
H 1.753 -16.009 -4.978
H -5.404 -15.646 -8.972
H -8.936 -22.241 -6.766
H -11.526 -18.471 -5.134
H -1.734 -17.219 -5.911
H -2.693 -20.567 -6.932
H -0.463 -18.110 -6.689
H -10.132 -19.492 -8.441
H -3.196 -21.917 -1.932
H -7.147 -24.055 -3.527
H -5.787 -20.887 -4.463
H -5.641 -21.278 -1.888
H -1.608 -14.685 -7.443
H -4.410 -19.778 -9.516
H -3.055 -15.506 -7.124
H -11.040 -18.769 -3.441
H -4.710 -18.819 -12.403
H -6.699 -14.873 -9.842
H 1.369 -17.643 -5.396
H -6.432 -15.546 -4.929
H -7.113 -21.156 -5.215
H -7.210 -14.925 -0.350
H -5.425 -17.841 -11.089
H -4.934 -14.714 -10.371
H -4.649 -13.804 -7.995
H -11.974 -20.034 -4.209
H -2.783 -18.590 -11.502
H -6.086 -22.657 -9.028
H -9.246 -18.482 -5.926
H -3.264 -17.819 -7.945
H -6.441 -13.933 -7.766
H -8.403 -21.550 -8.885
H -6.718 -23.392 -5.067
H -2.794 -14.948 -8.752
H -9.784 -20.665 -4.026
H 0.320 -16.923 -4.217
H -4.363 -17.932 -1.488
H -3.041 -20.916 -5.327
H -10.357 -16.765 -7.478
H -2.534 -22.466 -3.560
H -5.940 -11.816 -8.279
H -2.818 -17.535 -9.460
H -6.251 -13.973 -1.540
H -5.111 -20.083 -7.143
H -4.024 -20.668 -11.022
H -10.256 -20.544 -5.762
H -7.873 -21.741 -2.761
H -5.850 -13.896 0.224
H -10.595 -17.855 -9.157
H -8.667 -16.369 -3.442
```

LUMO (alpha / beta) (eV): -6.628 / -4.882
2S+1: 4
HOMO level (alpha / beta) (eV): -9.7153 / -9.7160
Net charge: +1

Entry 2:
A 2-piece molecular cluster, CH6N2 overall at a distorted geometry, computed with ωB97M-V/def2-TZVPD.

```
9
Properties=species:S:1:pos:R:3
N -1.893 0.059 -0.130
N 0.297 -0.900 0.188
C 1.068 0.261 -0.052
H -1.850 0.724 0.658
H 2.226 0.057 -0.141
H 0.637 0.789 -0.848
H -2.420 -0.765 0.009
H -0.109 -1.069 -0.716
H 1.151 0.782 0.891
```

Energy above the lowest of the compared OMol25 structures with the same formula, charge and spin (kcal per mole): 97.9
LUMO (alpha / beta) (eV): 0.032 / -0.330
HOMO level (alpha / beta) (eV): -10.2543 / -9.5591
Net charge: 0

Entry 3:
A 2-piece molecular cluster, C9H6O3 overall at a distorted geometry, computed with ωB97M-V/def2-TZVPD.

```
18
Properties=species:S:1:pos:R:3
O -2.314 -2.099 -0.351
O -3.067 2.283 -0.233
O -2.236 -0.751 1.515
C 1.682 0.781 1.248
C -2.311 -1.345 0.529
C 2.522 -0.140 0.512
C 0.361 0.837 0.872
C 0.753 -0.469 -1.106
C -1.520 0.425 -0.765
C -2.277 1.505 -0.594
C -0.159 0.278 -0.299
C 1.982 -0.796 -0.648
H 3.520 -0.245 0.840
H 2.123 1.350 1.990
H -0.523 1.198 1.392
H 2.631 -1.551 -1.149
H -1.653 -0.139 -1.709
H 0.487 -1.124 -2.045
```

Energy above the lowest of the compared OMol25 structures with the same formula, charge and spin (kcal per mole): 32.6
LUMO (eV): 0.439
HOMO level (eV): -8.3933
Net charge: 0

Entry 4:
C23H14BrClF4MnNO4PS as an isolated structure, computed with ωB97M-V/def2-TZVPD.

```
51
Properties=species:S:1:pos:R:3
Br 3.387 -1.001 0.918
Mn 0.450 1.279 1.178
Cl 2.886 2.351 1.836
S -1.837 1.271 0.872
P 0.342 -0.554 -0.501
F 1.992 -3.761 -4.154
F 4.463 -4.005 -3.079
F 0.164 -2.265 -3.014
F 5.068 -2.735 -0.796
O 4.229 1.955 1.652
O 2.764 3.614 2.470
O 2.110 1.307 2.584
O 2.141 2.370 0.528
N -0.466 2.693 2.454
C 3.866 -2.561 -1.329
C -2.433 4.319 3.466
C 1.368 -2.290 -2.439
C -1.897 -3.766 1.889
C -1.734 2.564 2.056
C -0.151 3.625 3.369
C -1.476 -2.701 -0.229
C 2.306 -3.100 -3.050
C -1.907 0.032 -2.107
C -0.608 -1.809 0.397
C -1.118 4.452 3.896
C 1.659 -1.568 -1.281
C -1.717 1.331 -4.122
C -2.122 -3.672 0.523
C -2.493 0.626 -3.215
C -2.761 3.355 2.528
C 0.247 0.855 -2.826
C -0.374 -1.920 1.767
C 2.925 -1.752 -0.725
C 3.566 -3.229 -2.502
C -0.347 1.450 -3.926
C -0.532 0.135 -1.920
C -1.013 -2.896 2.512
H -1.645 -2.650 -1.296
H 0.343 -1.275 2.264
H 1.318 0.949 -2.678
H -3.560 0.533 -3.369
H -2.403 -4.527 2.469
H -3.204 4.964 3.868
H -2.800 -4.360 0.036
H -2.179 1.788 -4.987
H 0.879 3.684 3.679
H -0.821 -2.980 3.574
H 0.260 2.004 -4.631
H -3.771 3.211 2.170
H -2.522 -0.525 -1.412
H -0.838 5.189 4.635
```

Energy above the lowest of the compared OMol25 structures with the same formula, charge and spin (kcal per mole): 5.4
LUMO (alpha / beta) (eV): -6.105 / -3.898
2S+1: 5
HOMO level (alpha / beta) (eV): -12.0448 / -12.1660
Net charge: +1